No. 1
The following is a DFT calculation (the ωB97M-V functional and the def2-TZVPD basis) of a structure of composition C7H10O in a non-equilibrium geometry.

```
18
C7H10O, DFT the ωB97M-V functional and the def2-TZVPD basis
O 1.326 -0.765 -1.329
C -0.263 0.083 0.409
C 0.683 0.162 -0.506
C 1.344 1.360 -0.501
C 0.285 -1.793 -1.464
C 0.604 2.276 0.260
C -1.163 -0.924 1.083
C -0.437 1.381 0.897
H 0.789 3.526 0.071
H 2.488 1.546 -0.823
H -2.213 -0.292 1.761
H -0.006 1.354 1.924
H -0.291 -1.552 1.925
H -0.839 -1.275 -1.454
H 0.789 -2.412 -0.709
H -1.632 -1.514 -0.001
H -1.764 1.396 0.952
H 0.302 -2.556 -2.497
```

Calculated values
- Energy above the lowest of the compared OMol25 structures with the same formula, charge and spin: 201.2 kcal/mol
- Orbital gap: 8.64 eV
- Electronic energy: -9459.834 eV

No. 2
The following is a DFT calculation (the ωB97M-V functional and the def2-TZVPD basis) of a cluster of 6 separate species, C30H68N3O6 in total in a non-equilibrium geometry.

```
107
C30H68N3O6, DFT the ωB97M-V functional and the def2-TZVPD basis
O -0.115 -1.354 -2.484
O -7.838 1.585 0.956
O 2.631 4.575 1.000
O 1.580 -4.083 2.540
O 3.146 3.102 -2.101
O 3.380 -2.502 -1.576
N -1.713 1.082 -0.720
N -0.476 2.484 -1.733
N 1.769 -0.074 -2.969
C -2.006 -2.774 1.671
C -5.644 1.816 1.962
C -1.322 1.470 -1.933
C 5.288 -3.355 -0.343
C -5.282 -2.132 0.415
C 1.687 -6.239 1.418
C -0.400 -0.794 1.315
C 2.172 -4.089 0.189
C 4.772 3.925 1.935
C 3.404 3.936 -4.366
C 4.198 -1.174 0.286
C -6.539 -2.021 1.265
C 3.270 4.018 2.148
C 1.372 -4.758 1.299
C -1.101 1.839 0.267
C 4.554 -2.125 -0.847
C -6.438 3.408 0.173
C -1.334 1.598 1.712
C 0.406 -0.446 -3.079
C -4.365 -3.279 0.838
C -6.496 1.986 0.712
C -3.477 -2.935 2.045
C -1.688 0.856 -3.231
C -1.712 -1.480 0.901
C -0.595 0.370 2.276
C -0.336 2.749 -0.387
C 2.666 2.665 2.496
C 5.310 2.817 -3.159
C 4.075 3.691 -3.025
C -0.420 0.448 -3.979
H 3.114 2.247 3.398
H -1.362 -2.854 2.545
H -6.145 1.294 -0.057
H 6.043 3.273 -3.823
H 2.743 -6.382 1.663
H 0.151 -0.470 0.429
H 2.799 3.982 0.257
H -1.763 -3.607 1.011
H -6.269 -1.853 2.308
H 3.060 4.724 2.953
H -5.702 0.786 2.319
H -2.551 -0.800 1.074
H 1.481 -6.766 0.486
H -5.997 2.465 2.766
H -4.598 2.065 1.764
H -1.662 -1.703 -0.167
H -5.414 3.703 -0.065
H 0.308 -4.628 1.094
H 1.094 -6.691 2.212
H -5.576 -2.279 -0.626
H -7.045 3.500 -0.727
H 2.834 1.959 1.675
H 4.655 -3.909 0.357
H 3.680 -0.291 -0.096
H -2.409 1.517 1.872
H -7.090 -2.958 1.216
H 2.883 2.252 -2.468
H 5.088 -0.844 0.821
H -1.156 0.018 3.142
H 6.208 -3.082 0.174
H 2.524 4.569 -4.246
H 5.775 2.658 -2.186
H 4.346 4.644 -2.571
H 1.895 0.384 -2.070
H -3.831 -2.000 2.486
H -6.828 4.108 0.915
H 2.797 -2.978 -0.973
H 2.509 -4.177 2.777
H 0.149 1.326 -4.270
H -0.670 -0.104 -4.882
H -8.210 2.164 1.631
H 5.184 4.904 1.695
H -0.008 2.988 -2.473
H -4.998 -4.129 1.092
H 3.243 -4.164 0.397
H 5.277 3.543 2.823
H -2.327 0.291 -0.578
H 5.037 1.841 -3.571
H -2.275 -0.036 -3.025
H 1.904 -3.031 0.132
H -3.572 -3.693 2.820
H -3.755 -3.592 -0.009
H -4.738 -1.184 0.454
H -2.290 1.547 -3.818
H 2.367 -0.898 -2.927
H 5.537 -4.018 -1.170
H 1.590 2.757 2.655
H 1.979 -4.551 -0.780
H 5.177 -1.604 -1.576
H 4.991 3.252 1.100
H -1.010 2.487 2.248
H -7.178 -1.213 0.922
H 3.536 -1.671 1.001
H 0.245 -1.522 1.806
H 3.088 2.984 -4.805
H 0.377 0.686 2.649
H 4.084 4.421 -5.064
H 0.292 3.534 -0.004
```

Calculated values
- Total charge: +1
- Energy above the lowest of the compared OMol25 structures with the same formula, charge and spin: 8.6 kcal/mol
- Orbital gap: 9.96 eV
- Electronic energy: -48963.256 eV

No. 3
The following is a DFT calculation (the ωB97M-V functional and the def2-TZVPD basis) of a cluster of 10 separate species, C50H82N8O11 in total in a non-equilibrium geometry.

```
151
C50H82N8O11, DFT the ωB97M-V functional and the def2-TZVPD basis
O -5.025 4.502 -1.406
O 0.455 3.617 -6.229
O -7.182 -4.412 1.814
O 0.453 -5.095 -4.481
O 0.557 1.516 -6.640
O 0.961 4.456 3.829
O 2.965 -5.896 3.172
O -0.553 7.334 -2.310
O -1.760 5.962 -1.182
O 5.763 -1.038 -0.145
O -5.050 -4.342 1.939
N -0.780 6.251 -1.818
N 0.018 2.487 -6.158
N 3.393 -3.329 0.570
N 7.566 -2.744 -1.614
N 0.898 1.566 3.366
N 2.188 -4.844 -1.980
N -7.831 4.090 -1.530
N -6.132 -3.794 1.878
C 0.168 -4.384 -3.307
C 4.728 -0.082 -0.059
C 1.098 5.287 -3.100
C 1.522 2.929 -2.977
C 0.813 -3.011 4.915
C -3.504 1.893 -3.934
C -7.547 -0.332 2.025
C -8.191 6.145 -0.237
C -1.720 1.053 -5.246
C -0.701 -2.028 6.459
C -1.047 -1.082 5.524
C 0.180 -3.073 6.168
C 1.197 5.078 5.071
C 7.980 -1.805 -0.612
C 0.647 -0.807 -0.627
C 0.164 -4.326 -5.639
C -2.079 3.411 -5.091
C 2.104 2.306 3.854
C 7.049 -0.583 -0.493
C -1.381 -0.028 -1.606
C 0.706 -5.102 -2.079
C -7.432 -1.703 2.181
C 3.917 -4.280 1.553
C -2.918 0.818 -4.569
C 0.251 -0.382 0.624
C -5.384 -0.256 0.968
C 4.765 -3.531 2.581
C 0.140 -4.516 -0.785
C -3.149 3.202 -4.244
C -6.252 -2.352 1.864
C -1.775 0.424 -0.362
C 3.528 -7.072 2.669
C -4.110 3.573 -0.896
C 0.694 2.824 -1.873
C -5.232 -1.600 1.250
C -0.171 -0.672 -1.742
C -1.266 2.343 -5.494
C -0.003 3.962 -1.472
C 2.696 -4.902 2.189
C 0.158 5.182 -2.096
C -0.950 0.323 0.766
C 3.306 1.477 3.366
C -0.547 -1.151 4.220
C 9.424 -1.359 -0.806
C -5.905 5.127 -0.487
C 2.038 3.725 3.288
C -6.558 0.388 1.383
C -7.237 5.405 -1.161
C 0.441 -2.089 3.963
C 1.834 4.188 -3.518
H -1.624 4.382 -5.264
H 1.054 4.372 5.898
H -7.167 5.957 -2.103
H 6.564 -2.668 -1.763
H -3.740 3.988 -3.794
H 0.192 -5.224 0.039
H 9.530 -0.743 -1.707
H -1.235 0.741 1.718
H 0.503 1.105 4.184
H -1.121 0.205 -5.552
H 7.418 0.087 0.290
H -6.085 4.360 0.279
H -2.102 0.026 -2.413
H -3.110 3.747 -1.290
H 0.397 -3.913 6.809
H -8.192 5.762 0.787
H 2.062 -5.312 1.393
H -4.036 3.632 0.197
H 10.108 -2.200 -0.910
H -7.692 7.102 -0.031
H 4.504 -6.962 2.184
H 4.315 -2.569 2.831
H 2.149 5.611 5.117
H 4.637 -4.981 1.111
H 3.564 -7.834 3.444
H 7.984 -2.615 -2.528
H 4.160 -2.872 0.086
H 4.249 1.913 3.708
H 0.919 -0.386 1.476
H -0.775 -3.776 -5.532
H 0.550 -3.557 -0.473
H 5.817 -3.378 2.321
H -3.232 -0.200 -4.384
H 0.105 -0.929 -2.759
H 4.361 0.127 -1.073
H 6.992 -0.078 -1.467
H -9.176 6.233 -0.680
H 2.904 -7.498 1.866
H 2.828 -3.842 -0.103
H 0.538 -6.176 -2.129
H 3.003 4.243 3.311
H 2.085 2.086 -3.361
H -0.919 -4.256 -3.205
H 1.547 -1.374 -0.846
H 2.124 2.363 4.947
H 3.305 1.349 2.286
H -5.440 6.030 -0.079
H 2.682 -5.421 -2.656
H 0.590 -3.369 -3.266
H 5.085 0.837 0.411
H 1.372 6.233 -3.549
H -2.778 0.736 -0.091
H 2.074 -4.189 2.726
H -8.485 4.288 -2.281
H 0.226 2.339 3.283
H 0.420 1.889 -1.408
H -0.802 3.696 -0.789
H 0.139 -4.990 -6.499
H -7.134 3.487 -1.957
H -4.452 2.554 -1.122
H 1.491 -3.812 4.642
H -1.136 -2.181 7.443
H 3.200 0.507 3.852
H -4.313 -2.109 0.987
H 2.333 -3.901 -2.335
H -8.440 0.155 2.392
H 0.983 -3.608 -5.761
H 2.646 4.186 -4.229
H 9.816 -0.703 -0.027
H 7.916 -2.302 0.365
H -6.735 1.425 1.128
H 1.799 3.633 2.223
H 4.919 -4.116 3.495
H -8.212 -2.301 2.637
H 0.390 5.805 5.192
H -0.908 -0.351 3.597
H -1.717 -0.247 5.696
H -0.931 -4.342 -0.947
H -4.661 0.323 0.419
H 3.918 -0.566 0.483
H 0.843 -2.216 2.963
H -4.360 1.711 -3.293
```

Calculated values
- Structure (SMILES): O=[N+]([O-])c1ccccc1.O=[N+]([O-])c1ccccc1.O=[N+]([O-])c1ccccc1.COC[C@H](C)N.COC[C@H](C)N.COC[C@H](C)N.COC[C@H](C)N.COC[C@H](C)N.c1ccccc1.c1ccccc1
- Orbital gap: 8.19 eV
- Electronic energy: -87610.624 eV

No. 4
The following is a DFT calculation (the ωB97M-V functional and the def2-TZVPD basis) of a structure of composition C9H22AlBeBrClF4MgNNbO9 in a non-equilibrium geometry.

```
51
C9H22AlBeBrClF4MgNNbO9, DFT the ωB97M-V functional and the def2-TZVPD basis
Nb -0.517 1.156 1.567
Br 2.917 3.485 0.492
Cl 2.201 -4.532 -4.081
Al -1.562 -0.319 -1.408
Mg 0.049 -3.160 -0.151
F -4.217 1.977 3.483
F -1.225 2.276 -1.176
F 2.486 -6.729 -6.192
F -1.565 1.681 6.577
O -4.531 3.188 -1.464
O -1.470 -3.113 0.966
O 1.953 -0.283 -0.451
O 2.713 -3.223 -4.309
O -1.327 -5.289 0.702
O 3.173 -5.362 -3.479
O -2.498 -4.146 -0.679
O 1.810 -5.117 -5.403
O 1.007 -4.469 -3.277
N -1.799 -4.226 0.318
C 2.510 0.559 0.540
C -0.757 4.104 0.443
C 2.680 -0.172 -1.683
C -2.703 1.609 1.509
C 3.636 -1.342 -1.943
C -1.336 -1.088 4.138
C 1.675 0.616 1.792
C -1.039 -0.240 3.316
C -0.331 2.699 -0.047
Be -1.728 -0.874 6.128
H -1.613 -1.797 4.893
H -1.154 4.048 1.456
H 1.748 -0.365 2.296
H 2.805 1.645 0.139
H 3.493 0.135 0.822
H 2.124 1.352 2.469
H -1.569 4.439 -0.215
H -3.339 0.849 1.966
H -5.394 3.258 -1.922
H 0.667 2.813 -0.470
H -4.259 4.045 -1.070
H -0.261 2.436 2.813
H 4.489 -0.943 -2.503
H -2.959 1.770 0.438
H -3.833 2.830 -2.052
H -0.802 -0.261 0.302
H 4.053 -1.780 -1.034
H 3.256 0.753 -1.750
H 3.200 -2.085 -2.605
H 1.951 -0.120 -2.502
H 0.077 4.803 0.413
H -2.883 2.582 2.003
```

Calculated values
- Total charge: +1
- Orbital gap: 1.54 eV
- Electronic energy: -136987.314 eV

No. 5
The following is a DFT calculation (the ωB97M-V functional and the def2-TZVPD basis) of a cluster of 2 separate species, C22H18Cl2O2S in total in a non-equilibrium geometry.

```
45
C22H18Cl2O2S, DFT the ωB97M-V functional and the def2-TZVPD basis
Cl -0.437 0.692 1.116
Cl -9.260 0.652 0.621
S -2.991 0.662 -0.490
O -2.853 1.774 -1.403
O -2.767 -0.688 -0.970
C 3.157 -1.196 -2.490
C 2.381 2.346 3.931
C 2.132 2.243 2.569
C 3.507 -2.220 -4.684
C 2.068 0.923 0.464
C 2.905 1.254 4.642
C 2.719 -0.024 -0.328
C -5.464 -0.543 0.097
C 2.392 1.043 1.866
C -5.491 1.860 -0.043
C -6.852 -0.553 0.316
C -7.561 0.655 0.353
C -2.038 0.945 0.938
C 4.078 -3.457 -2.676
C 3.683 -2.379 -1.887
C 3.984 -3.391 -4.073
C 2.657 -0.095 -1.717
C -6.878 1.865 0.180
C 3.219 0.073 3.958
C -4.778 0.661 -0.073
C 2.969 -0.038 2.591
C 3.122 -1.132 -3.911
H 2.178 3.289 4.442
H 1.781 3.106 1.999
H -2.573 1.142 1.856
H 3.428 -2.162 -5.769
H -4.947 -1.494 0.031
H 4.271 -4.247 -4.683
H 2.270 0.773 -2.262
H -7.390 -1.488 0.448
H 3.244 -0.958 2.070
H 2.760 -0.210 -4.374
H 1.496 1.713 -0.039
H -7.436 2.797 0.207
H 3.750 -2.440 -0.797
H 3.074 1.328 5.717
H 4.451 -4.363 -2.198
H 3.674 -0.770 4.485
H -4.992 2.806 -0.221
H 3.358 -0.755 0.185
```

Calculated values
- Orbital gap: 3.27 eV
- Electronic energy: -63075.458 eV

No. 6
The following is a DFT calculation (the ωB97M-V functional and the def2-TZVPD basis) of a cluster of 2 separate species, C2H11N4O in total.

```
18
C2H11N4O, DFT the ωB97M-V functional and the def2-TZVPD basis
O -1.696 0.497 0.265
N 2.996 0.772 -0.258
N 1.026 0.280 0.829
N -2.080 -1.857 0.473
N 1.110 0.464 -1.539
C -2.681 -0.585 0.405
C 1.710 0.500 -0.277
H 1.475 0.373 1.727
H -3.251 -0.404 1.312
H -1.549 -2.133 -0.345
H 0.317 1.099 -1.569
H -3.346 -0.531 -0.455
H 3.498 0.787 0.615
H -2.187 1.334 0.270
H -1.503 -1.997 1.297
H 3.475 0.892 -1.144
H 0.725 -0.452 -1.746
H 0.004 0.198 0.760
```

Calculated values
- Total charge: +1
- Energy above the lowest of the compared OMol25 structures with the same formula, charge and spin: 3.9 kcal/mol
- Orbital gap: 10.45 eV
- Electronic energy: -10254.798 eV

No. 7
The following is a DFT calculation (the ωB97M-V functional and the def2-TZVPD basis) of a cluster of 2 separate species, C4H7NO in total.

```
13
C4H7NO, DFT the ωB97M-V functional and the def2-TZVPD basis
O -1.059 0.135 -1.466
N 1.673 -0.600 -0.159
C -1.838 0.039 0.808
C 1.158 -1.612 0.305
C -1.180 0.665 -0.386
C 2.055 0.538 -0.579
H 1.531 0.987 -1.417
H -2.095 -1.000 0.597
H -1.157 0.085 1.665
H -2.740 0.607 1.070
H 1.527 -2.558 -0.107
H -0.778 1.689 -0.220
H 2.903 1.025 -0.110
```

Calculated values
- Energy above the lowest of the compared OMol25 structures with the same formula, charge and spin: 87.3 kcal/mol
- Orbital gap: 9.40 eV
- Electronic energy: -7795.859 eV

No. 8
The following is a DFT calculation (the ωB97M-V functional and the def2-TZVPD basis) of a cluster of 3 separate species, C15H29N4 in total in a non-equilibrium geometry.

```
48
C15H29N4, DFT the ωB97M-V functional and the def2-TZVPD basis
N -0.259 0.254 0.521
N 2.844 0.278 -1.058
N -1.940 2.447 -3.584
N 0.519 -2.512 3.697
C -1.271 1.706 -4.149
C 2.233 -1.766 0.012
C -0.582 0.073 5.722
C -1.599 -1.676 -0.199
C 2.116 -0.282 -0.178
C -0.275 -1.900 4.254
C 1.195 0.537 0.715
C -0.391 0.773 -4.858
C 0.436 -0.393 6.755
C 0.792 1.503 -5.509
C -0.803 -1.092 0.967
C -0.840 0.600 -0.824
C -1.626 -0.614 -1.332
C -1.255 -1.090 4.981
C 0.353 2.538 -6.538
H 1.431 0.758 -5.986
H 1.257 -0.941 6.289
H 1.345 1.593 0.503
H 2.848 -2.154 -0.794
H -0.094 0.732 4.998
H -1.053 -1.003 -2.171
H -2.623 -1.841 0.118
H 1.220 3.008 -6.999
H -1.995 -0.720 4.268
H -0.246 3.326 -6.081
H -1.567 1.391 -0.641
H -1.165 -2.593 -0.580
H 0.864 0.459 7.280
H 1.435 0.373 1.766
H -0.063 -1.727 1.432
H 2.748 -1.977 0.949
H 1.283 -2.289 0.008
H -1.777 -1.741 5.683
H -0.240 2.077 -7.330
H -0.029 -1.045 7.496
H -1.360 0.661 6.211
H -2.627 -0.358 -1.654
H -1.525 -0.857 1.747
H -0.713 0.897 1.160
H 1.390 1.986 -4.734
H -0.983 0.255 -5.614
H -0.102 1.027 -1.491
H 2.726 1.291 -1.079
H -0.034 0.027 -4.146
```

Calculated values
- Total charge: +1
- Orbital gap: 10.49 eV
- Electronic energy: -21978.646 eV

No. 9
The following is a DFT calculation (the ωB97M-V functional and the def2-TZVPD basis) of the molecule C2H2N2O3 in a non-equilibrium geometry.

```
9
C2H2N2O3, DFT the ωB97M-V functional and the def2-TZVPD basis
O 0.948 -1.324 1.758
O 0.599 -0.331 -0.870
O -1.219 3.133 0.283
N 0.655 0.438 0.431
N 0.042 1.319 0.916
C 1.385 -0.641 0.924
C -1.065 2.063 0.683
H -1.831 1.276 1.144
H 2.404 -0.750 0.423
```

Calculated values
- 2S+1: 3
- <S²>: 2.01
- Energy above the lowest of the compared OMol25 structures with the same formula, charge and spin: 100.3 kcal/mol
- Orbital gap (spin up / spin down): 8.53 / 7.12 eV
- Electronic energy: -11220.264 eV